No. 1
{"formula": "C7H15N", "method": "ωB97M-V/def2-TZVPD", "charge": 0, "smiles": "C/C=C(\\C)CCCN", "e_homo_ev": -8.51, "orbital_gap_ev": 9.4, "total_energy_ev": -8990.155, "symbols": ["N", "C", "C", "C", "C", "C", "C", "C", "H", "H", "H", "H", "H", "H", "H", "H", "H", "H", "H", "H", "H", "H", "H"], "positions_angstrom": [[1.24244, -1.89281, -1.15303], [0.90684, -0.97291, -2.38499], [-0.36254, 0.29625, 0.51724], [0.71377, 1.35674, 0.57853], [-1.00565, -0.07570, -0.76953], [-0.54979, 0.41199, 3.12680], [-0.70543, -0.09022, 1.76638], [-0.23597, 0.04509, -2.06361], [-1.23279, 1.23541, 3.34086], [-1.69600, -0.93024, -0.76044], [0.68553, -1.61508, -3.22486], [0.27916, 0.99466, -2.22634], [1.13982, 1.66630, -0.36633], [1.92988, -0.59698, -2.48296], [1.46938, 1.17694, 1.34629], [-0.68608, -0.37178, 3.87598], [1.15850, -1.26819, -0.36094], [-1.39444, -0.96144, 1.73193], [-0.93598, -0.09178, -2.90698], [0.32292, 1.04930, 3.30988], [0.41961, 2.35322, 0.92730], [-1.82054, 0.68130, -0.70986], [0.35737, -2.40009, -1.11132]]}

No. 2
{"formula": "C7H15N", "method": "ωB97M-V/def2-TZVPD", "charge": 0, "smiles": "C=CCCCN(C)C", "e_homo_ev": -8.66, "orbital_gap_ev": 9.7, "total_energy_ev": -8990.015, "symbols": ["N", "C", "C", "C", "C", "C", "C", "C", "H", "H", "H", "H", "H", "H", "H", "H", "H", "H", "H", "H", "H", "H", "H"], "positions_angstrom": [[-1.01654, -0.13659, 0.66212], [1.92151, 0.26293, -0.75508], [0.35193, -0.08728, 1.28651], [1.16679, 0.90274, 0.41997], [0.40610, 0.00039, -2.73770], [-1.82615, 0.98866, 1.17866], [1.06375, -0.52981, -1.70515], [-1.63845, -1.41777, 1.07317], [0.66031, -1.11843, 1.01202], [-2.72226, 0.76014, 1.73717], [-0.34372, -0.60365, -3.24252], [2.51075, 0.95165, -1.37698], [0.64755, 0.08674, 2.33742], [-1.22346, 1.73660, 1.70969], [0.88941, -1.56592, -1.40555], [0.57640, 1.78392, 0.13181], [-1.51865, -1.72339, 2.12444], [-1.31136, -2.13621, 0.34096], [2.50215, -0.45676, -0.17733], [2.00913, 1.27067, 1.02900], [-2.72811, -1.32035, 0.99778], [0.54786, 1.06249, -2.91625], [-2.04212, 1.59854, 0.27757]]}

No. 3
{"formula": "C7H15N", "method": "ωB97M-V/def2-TZVPD", "charge": 0, "smiles": "C/C=C/C.C=NCC", "e_homo_ev": -8.95, "orbital_gap_ev": 10.0, "total_energy_ev": -8990.597, "symbols": ["N", "C", "C", "C", "C", "C", "C", "C", "H", "H", "H", "H", "H", "H", "H", "H", "H", "H", "H", "H", "H", "H", "H"], "positions_angstrom": [[0.22411, -1.18572, -1.14665], [0.36253, 1.50031, 1.15653], [-1.28211, -3.02465, -1.57216], [-0.03832, -2.56456, -0.80164], [1.52596, 1.08675, 2.12733], [1.39746, -0.95492, -1.67524], [-0.49706, 2.48371, 1.45952], [-1.63226, 2.93666, 0.52689], [-2.09110, -2.30569, -1.40658], [1.36339, 1.64612, 3.04851], [2.15052, -1.70555, -1.85847], [0.41628, 0.99738, 0.17299], [1.57267, 0.10378, -1.89779], [-1.51336, -4.03412, -1.21770], [-1.07775, -3.04652, -2.64628], [1.48012, 0.00754, 2.30578], [0.83415, -3.23688, -0.98723], [-2.60272, 2.79145, 0.96257], [-0.33089, -2.63823, 0.25947], [-1.49843, 2.40998, -0.42742], [-1.51214, 4.02823, 0.33673], [2.49921, 1.41988, 1.71412], [-0.27596, 3.08290, 2.34043]]}

No. 4
{"formula": "C7H15N", "method": "ωB97M-V/def2-TZVPD", "charge": 0, "smiles": "CC(C)=CNC(C)C", "e_homo_ev": -7.35, "orbital_gap_ev": 8.4, "total_energy_ev": -8991.160, "symbols": ["N", "C", "C", "C", "C", "C", "C", "C", "H", "H", "H", "H", "H", "H", "H", "H", "H", "H", "H", "H", "H", "H", "H"], "positions_angstrom": [[0.47785, -0.36885, 0.29733], [1.83418, -0.22144, -0.63225], [-0.39302, 0.69155, 0.45440], [1.84658, -1.28860, -1.70423], [-2.57441, -0.56276, 0.39213], [2.91081, -0.34492, 0.40281], [-1.73013, 0.67157, 0.54029], [-2.50300, 1.93394, 0.79644], [-3.04473, 1.87291, 1.74402], [0.99241, -1.18188, -2.37231], [2.20378, -0.23390, 1.30738], [1.82701, -2.28190, -1.25567], [1.76936, 0.78567, -1.04776], [0.01178, -1.25861, 0.17446], [2.75878, -1.20886, -2.29527], [0.11753, 1.64758, 0.51233], [-3.16561, -0.51466, -0.52714], [3.67459, 0.42308, 0.31199], [-3.24636, 2.09872, 0.01221], [-1.98500, -1.47729, 0.36898], [3.34584, -1.34137, 0.46459], [-1.84653, 2.80172, 0.83417], [-3.28172, -0.64170, 1.22108]]}

No. 5
{"formula": "C7H15N2", "method": "ωB97M-V/def2-TZVPD", "charge": 1, "e_homo_ev": [-13.97, -13.97], "orbital_gap_ev": [8.4, 8.4], "total_energy_ev": -10471.749, "symbols": ["N", "N", "C", "C", "C", "C", "C", "C", "C", "H", "H", "H", "H", "H", "H", "H", "H", "H", "H", "H", "H", "H", "H", "H"], "positions_angstrom": [[0.19162, -0.43698, -1.22902], [-0.59515, 1.21649, -0.03861], [-0.75425, -0.94894, -2.06848], [0.10789, 0.96095, 1.01738], [1.09119, -0.18125, 0.96948], [-0.23803, 1.66492, 2.30803], [0.52881, -1.26391, -0.10436], [1.65741, -2.23721, -0.43635], [-1.60389, 2.08328, -0.44998], [-1.10254, 2.57365, -1.33774], [-2.02022, 2.76525, 0.33513], [-1.30523, -0.14663, -2.65824], [2.05440, -2.67536, 0.46138], [-0.71567, 2.55745, 2.00151], [2.09267, 0.13613, 0.55772], [1.20480, -0.52406, 1.95942], [0.43735, 1.91351, 3.07315], [-0.06758, -1.59966, -2.70470], [1.40023, -3.02358, -1.10268], [-0.26525, -1.74664, 0.42298], [-1.53612, -1.66872, -1.56227], [2.56846, -1.87612, -0.98567], [-2.21877, 1.46839, -1.08360], [-0.91214, 0.98904, 2.65553]]}

No. 6
{"formula": "C7H15N2", "method": "ωB97M-V/def2-TZVPD", "charge": 1, "e_homo_ev": [-10.59, -12.40], "orbital_gap_ev": [8.2, 5.3], "s2": 2.0112, "multiplicity": 3, "total_energy_ev": -10468.236, "symbols": ["N", "N", "C", "C", "C", "C", "C", "C", "C", "H", "H", "H", "H", "H", "H", "H", "H", "H", "H", "H", "H", "H", "H", "H"], "positions_angstrom": [[1.87826, -2.03616, 0.96897], [-1.44078, 1.96045, -0.87293], [0.77156, 0.74491, -0.22328], [0.84910, 0.23038, 0.91342], [-1.72787, 0.94564, -1.91976], [3.08528, -2.18334, 1.21040], [-0.15564, 2.17168, -0.61757], [0.89089, -3.11517, 0.95853], [-2.40749, 1.97804, 0.19678], [3.48143, -3.14643, 1.43911], [-2.77683, 2.97095, 0.28570], [-2.71182, 1.08418, -2.47296], [-1.00948, 1.10365, -2.75940], [0.11549, 2.80219, 0.16099], [-3.25076, 1.34576, -0.14481], [0.32098, 2.50291, -1.57923], [-0.04149, -2.73738, 0.37839], [0.83496, -3.44509, 1.96512], [-1.66559, -0.08305, -1.43865], [3.74977, -1.31651, 1.39508], [1.38043, -3.90965, 0.32315], [0.73637, -0.04433, 1.95652], [1.19922, 0.59700, -1.25973], [-2.10598, 1.57939, 1.13617]]}

No. 7
{"formula": "C7H15N2O", "method": "ωB97M-V/def2-TZVPD", "charge": 1, "e_homo_ev": [-9.13, -14.71], "orbital_gap_ev": [6.3, 8.8], "s2": 2.0057, "multiplicity": 3, "total_energy_ev": -12519.141, "symbols": ["O", "N", "N", "C", "C", "C", "C", "C", "C", "C", "H", "H", "H", "H", "H", "H", "H", "H", "H", "H", "H", "H", "H", "H", "H"], "positions_angstrom": [[0.21916, -0.89985, -0.90570], [1.64445, -2.16306, 0.42511], [0.45397, -0.35942, 1.22432], [0.35788, -1.68738, -2.10708], [-0.44087, 0.76323, 1.03739], [-1.74626, 0.57454, 1.08796], [0.29862, 2.88421, 2.15096], [0.78409, -1.16437, 0.23087], [-1.00579, -1.75842, -2.77325], [0.24867, 2.08237, 0.84733], [0.71917, -2.69291, -1.88165], [1.26502, 1.92003, 0.48256], [-2.41973, 1.40164, 0.96527], [0.89176, -0.45434, 2.13025], [0.83112, 3.81610, 1.98667], [2.03594, -2.33975, 1.33561], [-0.28980, 2.65958, 0.09525], [0.80846, 2.32985, 2.93524], [1.08009, -1.17088, -2.74724], [-1.39010, -0.76096, -2.94879], [1.93912, -2.76355, -0.32701], [-0.91339, -2.26579, -3.73007], [-1.70585, -2.30896, -2.15111], [-2.18470, -0.39270, 1.25989], [-0.70573, 3.11868, 2.49368]]}

No. 8
{"formula": "C7H15N2P", "method": "ωB97M-V/def2-TZVPD", "charge": 0, "smiles": "CCN1C=CCN(CC)P1", "e_homo_ev": -7.38, "orbital_gap_ev": 8.4, "total_energy_ev": -19768.991, "symbols": ["P", "N", "N", "C", "C", "C", "C", "C", "C", "C", "H", "H", "H", "H", "H", "H", "H", "H", "H", "H", "H", "H", "H", "H", "H"], "positions_angstrom": [[-0.16194, 0.99520, -1.29365], [-1.25133, -0.49842, -0.73610], [1.34785, 0.40811, -0.89404], [0.73217, -1.75202, -0.17787], [-2.87980, 0.67602, 0.80135], [2.09649, 1.27408, 0.05790], [-0.56762, -1.40134, 0.04995], [-2.65356, -0.26057, -0.36436], [1.60284, -0.93668, -1.14015], [1.92937, 0.66161, 1.45555], [-0.19000, 0.43572, -2.53553], [2.10580, -0.40606, 1.42352], [2.67324, 1.25916, 2.06473], [-2.14518, 0.48233, 1.46772], [-2.80089, 1.66770, 0.44587], [1.36926, -2.38066, 0.45095], [2.74317, -1.15708, -1.20088], [3.12646, 1.10177, -0.22584], [-3.11037, -1.30559, -0.15695], [-3.12058, 0.11214, -1.23926], [0.95689, 0.88958, 1.98347], [1.43443, -1.03219, -2.18753], [1.81031, 2.29513, -0.06221], [-3.85850, 0.69123, 1.17530], [-1.18850, -1.81918, 0.83810]]}

No. 9
{"formula": "C7H15N3", "method": "ωB97M-V/def2-TZVPD", "charge": 0, "smiles": "C/C(N)=C/C(C)C.C1=NN1", "e_homo_ev": -8.15, "orbital_gap_ev": 8.9, "total_energy_ev": -11967.453, "symbols": ["N", "N", "N", "C", "C", "C", "C", "C", "C", "C", "H", "H", "H", "H", "H", "H", "H", "H", "H", "H", "H", "H", "H", "H", "H"], "positions_angstrom": [[3.80815, 0.55015, 0.80794], [0.23365, -1.21512, -1.68174], [3.29388, 0.81164, -0.62740], [-1.06610, 0.90011, -0.04870], [-2.42236, 0.43344, -0.47858], [0.52172, -2.55460, 0.41296], [-0.37411, -0.29936, 0.49873], [-1.35814, 2.06038, 0.92837], [0.13074, -1.26999, -0.29519], [2.69464, 1.12795, 0.50323], [-2.30053, -0.28410, -1.31352], [1.88085, 1.70515, 0.78796], [-0.54818, 2.73835, 1.07173], [1.16612, -2.39106, 1.25219], [-2.20524, 2.55593, 0.69990], [-1.54601, 1.47774, 1.93802], [2.94631, 0.01582, -1.12086], [1.14851, -3.17675, -0.10765], [-0.33456, -3.08629, 0.74610], [-0.48695, 1.41627, -0.94797], [-0.57018, -0.45114, 1.54279], [0.99665, -1.92474, -2.07761], [-3.01877, 1.26057, -0.78254], [0.27678, -0.29004, -2.14214], [-2.86689, -0.11031, 0.43395]]}

No. 10
{"formula": "C7H15N3", "method": "ωB97M-V/def2-TZVPD", "charge": 2, "e_homo_ev": -12.70, "orbital_gap_ev": 6.8, "total_energy_ev": -11953.883, "symbols": ["N", "N", "N", "C", "C", "C", "C", "C", "C", "C", "H", "H", "H", "H", "H", "H", "H", "H", "H", "H", "H", "H", "H", "H", "H"], "positions_angstrom": [[6.11789, 7.99511, 0.79889], [1.33949, -0.65463, -0.83467], [-2.58513, -3.30854, -1.91799], [0.06580, -1.04278, -0.44262], [-0.58399, -1.92083, -1.33365], [-1.76253, -2.44741, -1.01640], [-1.59943, -1.23355, 1.31567], [-2.49870, -2.14337, 0.82555], [-0.39220, -0.67494, 0.75253], [-3.72266, -2.81169, 1.22803], [5.61130, 8.92458, 1.09180], [1.60153, -0.88366, -1.71845], [-3.87709, -2.39389, 2.15399], [-3.54635, -3.63900, -1.44350], [-3.58359, -3.84255, 1.45792], [6.70348, 7.74495, 1.57426], [0.19187, 0.05010, 1.33278], [-2.23794, -4.12573, -2.43098], [-2.78329, -2.52743, -2.74380], [6.68249, 8.16454, 0.00708], [5.41560, 7.20336, 0.69126], [-4.62497, -2.63764, 0.68898], [-0.18973, -2.15921, -2.29625], [-1.76189, -0.98726, 2.37984], [2.02004, -0.64854, -0.12027]]}